Entry 1:
Entry from OMol25: a structure of composition C36H66BrFN2O18Si2 in a non-equilibrium geometry (ωB97M-V with the def2-TZVPD basis set).

Each line ends with the Mulliken charge.
Positions of all 126 atoms, in Å:
C 7.163 0.831 -1.462  -1.15
C 7.744 1.380 -2.775  -0.51
C 6.668 1.730 -3.791  0.46
F 7.312 2.020 -5.013  -0.38
Si 5.626 3.253 -3.341  -0.32
O 5.955 4.351 -4.521  -0.56
C 6.082 4.015 -1.681  -0.40
C 7.353 4.804 -1.659  -0.10
O 8.376 4.385 -1.161  -0.59
C 7.313 6.169 -2.282  0.18
C 6.457 7.152 -1.794  -0.03
C 6.434 8.409 -2.381  -0.72
C 7.249 8.678 -3.467  -0.40
C 8.106 7.699 -3.952  -0.72
C 8.141 6.447 -3.361  -0.11
O 4.004 2.976 -3.173  -0.11
Si 2.979 2.260 -4.251  0.10
Br 3.031 0.048 -4.033  -0.38
C 3.425 2.709 -5.994  -0.93
N 4.594 1.929 -6.434  -0.05
C 4.309 1.011 -7.528  -1.03
N 1.398 2.693 -3.852  0.53
C 0.998 3.892 -3.694  0.52
C 0.956 4.539 -2.336  -1.32
C 0.466 4.733 -4.820  -1.53
H 7.537 -0.166 -1.254  0.36
H 6.073 0.766 -1.517  0.32
H 7.387 1.487 -0.625  0.27
H 8.426 2.212 -2.610  0.25
H 8.336 0.594 -3.248  0.56
H 6.064 0.836 -3.958  0.34
H 5.567 5.218 -4.360  0.25
H 6.068 3.271 -0.888  0.58
H 5.255 4.706 -1.486  0.41
H 5.820 6.921 -0.950  0.46
H 5.767 9.165 -1.994  0.39
H 7.208 9.655 -3.927  0.40
H 8.738 7.921 -4.800  0.40
H 8.803 5.687 -3.750  0.40
H 3.604 3.783 -6.089  0.39
H 2.546 2.493 -6.610  0.50
H 5.327 2.567 -6.706  0.23
H 3.828 0.112 -7.143  0.26
H 5.250 0.697 -7.976  0.37
H 3.689 1.455 -8.313  0.34
H 0.002 4.290 -1.867  0.31
H 1.006 5.625 -2.409  0.44
H 1.768 4.159 -1.720  0.28
H 1.110 5.606 -4.946  0.40
H -0.543 5.086 -4.603  0.43
H 0.461 4.169 -5.750  0.31
C -1.416 0.794 -3.147  -1.36
C -0.226 0.537 -2.248  0.50
O -0.611 -0.176 -1.054  -0.47
C -0.804 -1.480 -1.223  0.70
O -0.649 -2.101 -2.242  -0.54
O -1.201 -1.993 -0.057  -0.32
C -1.514 -3.389 -0.102  -0.81
H -2.202 1.317 -2.599  0.34
H -1.108 1.406 -3.995  0.34
H -1.833 -0.139 -3.526  0.36
H 0.202 1.471 -1.898  0.26
H 0.557 -0.012 -2.767  0.03
H -0.685 -3.959 -0.513  0.36
H -2.409 -3.558 -0.700  0.33
H -1.696 -3.683 0.928  0.24
C -3.605 -0.858 1.672  -0.91
C -4.686 0.046 1.126  -0.15
O -5.987 -0.569 1.174  -0.40
C -6.570 -0.576 2.368  0.78
O -6.131 -0.094 3.381  -0.55
O -7.738 -1.207 2.259  -0.36
C -8.453 -1.344 3.490  -0.63
H -3.620 -1.817 1.156  0.20
H -2.627 -0.402 1.529  0.33
H -3.753 -1.042 2.736  0.33
H -4.520 0.248 0.070  0.23
H -4.717 0.999 1.652  0.31
H -8.579 -0.378 3.974  0.30
H -7.928 -2.024 4.160  0.27
H -9.421 -1.758 3.224  0.25
C -6.631 0.163 6.714  -0.80
C -5.509 -0.044 7.704  -0.35
O -5.955 -0.703 8.904  -0.36
C -6.141 -2.014 8.800  0.81
O -5.947 -2.689 7.821  -0.57
O -6.575 -2.468 9.976  -0.34
C -6.888 -3.863 9.989  -0.35
H -7.459 0.695 7.184  0.33
H -6.279 0.737 5.858  0.31
H -7.003 -0.792 6.346  0.18
H -5.115 0.910 8.049  0.31
H -4.689 -0.610 7.263  0.31
H -6.052 -4.448 9.615  0.03
H -7.774 -4.061 9.388  0.29
H -7.084 -4.125 11.024  0.23
C -3.557 -9.557 11.522  -1.08
C -2.212 -8.865 11.546  -0.18
O -1.967 -8.120 10.342  -0.38
C -2.594 -6.949 10.258  0.79
O -3.308 -6.464 11.097  -0.57
O -2.296 -6.401 9.082  -0.35
C -2.942 -5.148 8.837  -0.58
H -3.645 -10.184 10.634  0.29
H -3.668 -10.185 12.406  0.35
H -4.368 -8.831 11.511  0.31
H -1.405 -9.593 11.585  0.29
H -2.117 -8.204 12.407  0.31
H -2.751 -4.446 9.645  0.30
H -4.014 -5.293 8.718  0.19
H -2.522 -4.766 7.912  0.27
C 0.386 -3.272 -5.189  -1.36
C 0.183 -1.814 -5.531  1.08
O -0.123 -1.620 -6.928  -0.39
C -1.370 -1.897 -7.286  0.75
O -2.263 -2.259 -6.564  -0.56
O -1.478 -1.699 -8.604  -0.36
C -2.763 -2.014 -9.143  -0.64
H 1.150 -3.711 -5.833  0.40
H 0.704 -3.361 -4.150  0.32
H -0.537 -3.836 -5.315  0.35
H 1.099 -1.248 -5.375  -0.22
H -0.601 -1.374 -4.917  -0.19
H -3.548 -1.487 -8.606  0.30
H -2.944 -3.086 -9.094  0.29
H -2.736 -1.690 -10.179  0.22

Summary:
- LUMO level: 0.09 eV
- HOMO level: -8.63 eV
- ΔE to the lowest compared entry with this formula, charge and spin: 0.0 kcal per mole
- Electronic energy: -6128.32673 hartree



Entry 2:
Entry from OMol25: a structure of composition C36H68BN5OP3Ti in a non-equilibrium geometry (ωB97M-V with the def2-TZVPD basis set).

Each line ends with the Mulliken charge.
Positions of all 115 atoms, in Å:
Ti -0.014 0.735 0.157  -0.30
C -4.672 2.581 -0.471  -1.58
C -3.425 1.731 -0.747  1.79
C -2.361 2.593 -1.443  -1.60
C -3.796 0.562 -1.659  -2.40
P -2.572 1.109 0.783  0.82
C -2.598 2.500 1.976  -1.51
N -1.240 2.938 2.121  0.34
B -0.061 2.280 1.630  0.95
N 1.000 3.210 1.905  0.56
C 2.379 3.070 1.527  -1.66
P 2.481 1.476 0.625  0.99
C 2.835 1.894 -1.153  1.75
C 1.576 2.652 -1.607  -1.61
C 4.078 2.754 -1.385  -1.61
C 2.930 0.613 -1.989  -2.29
C 3.762 0.511 1.580  1.73
C 3.183 0.346 2.999  -1.70
C 4.007 -0.882 1.009  -1.79
C 5.093 1.279 1.623  -1.53
C 0.481 4.347 2.499  0.50
C 1.113 5.527 2.899  -0.85
C 0.321 6.506 3.454  -0.86
C -1.068 6.333 3.601  -0.88
C -1.698 5.178 3.197  -0.85
C -0.899 4.175 2.643  0.68
C -3.385 -0.286 1.706  1.54
C -3.500 -1.553 0.861  -2.00
C -4.782 0.106 2.203  -1.62
C -2.457 -0.569 2.898  -1.72
H -5.188 2.743 -1.419  0.49
H -4.431 3.566 -0.074  0.44
H -5.377 2.097 0.200  0.32
H -2.782 3.059 -2.336  0.65
H -1.520 1.971 -1.801  0.13
H -1.972 3.392 -0.805  0.24
H -4.026 0.956 -2.651  0.80
H -4.682 0.041 -1.303  0.35
H -2.984 -0.162 -1.756  0.42
H -3.028 2.185 2.929  0.64
H -3.224 3.307 1.586  0.38
H 3.023 3.047 2.406  0.77
H 2.718 3.901 0.897  0.60
H 1.348 3.550 -1.029  0.40
H 0.659 2.005 -1.593  0.14
H 1.659 2.927 -2.660  0.63
H 4.092 3.656 -0.775  0.28
H 4.106 3.068 -2.430  0.50
H 4.988 2.193 -1.190  0.41
H 2.077 -0.061 -1.837  0.21
H 3.838 0.054 -1.778  0.45
H 2.948 0.880 -3.048  0.58
H 2.162 -0.053 2.993  0.19
H 3.192 1.266 3.580  0.37
H 3.808 -0.371 3.531  0.59
H 3.111 -1.504 1.084  0.03
H 4.786 -1.359 1.604  0.71
H 4.359 -0.863 -0.020  0.41
H 4.999 2.331 1.879  0.28
H 5.640 1.200 0.686  0.38
H 5.711 0.819 2.396  0.53
H 2.179 5.667 2.794  0.55
H 0.772 7.428 3.790  0.45
H -1.649 7.126 4.048  0.45
H -2.764 5.053 3.322  0.56
H -4.263 -1.464 0.093  0.36
H -3.798 -2.372 1.517  0.79
H -2.559 -1.835 0.391  0.23
H -5.487 0.221 1.381  0.39
H -4.796 1.013 2.805  0.28
H -5.156 -0.702 2.833  0.52
H -1.434 -0.811 2.579  0.03
H -2.836 -1.440 3.434  0.64
H -2.405 0.252 3.611  0.35
O 0.369 -1.102 -0.044  0.03
P -0.043 -2.394 -0.877  -1.39
N -1.203 -1.968 -1.948  0.52
C -2.386 -2.815 -2.296  -0.44
C -2.518 -2.690 -3.810  -0.87
C -1.940 -1.315 -4.138  -0.70
C -0.839 -1.098 -3.096  0.33
N 1.271 -2.852 -1.710  0.90
C 2.658 -2.878 -1.209  1.58
C 3.518 -3.240 -2.438  -0.80
C 2.529 -3.417 -3.596  -0.80
C 1.216 -3.736 -2.901  -0.47
N -0.659 -3.436 0.206  0.67
C -0.672 -4.888 -0.131  -0.87
C 0.444 -5.515 0.715  -0.85
C 0.747 -4.483 1.818  -0.60
C -0.324 -3.408 1.649  -0.43
H -3.270 -2.438 -1.780  0.33
H -2.237 -3.843 -1.978  0.36
H -3.559 -2.770 -4.114  0.44
H -1.973 -3.483 -4.321  0.34
H -2.707 -0.547 -4.061  0.25
H -1.532 -1.265 -5.145  0.41
H -0.796 -0.045 -2.778  -0.75
H 0.147 -1.360 -3.484  0.52
H 2.771 -3.626 -0.420  0.50
H 2.903 -1.904 -0.796  -2.34
H 4.073 -4.157 -2.251  0.41
H 4.248 -2.464 -2.655  0.35
H 2.829 -4.200 -4.288  0.44
H 2.427 -2.491 -4.165  0.27
H 1.189 -4.784 -2.591  0.48
H 0.333 -3.529 -3.500  0.10
H -0.545 -5.049 -1.198  0.51
H -1.654 -5.275 0.145  0.58
H 1.329 -5.715 0.111  0.26
H 0.117 -6.469 1.125  0.42
H 1.738 -4.046 1.678  0.07
H 0.724 -4.918 2.815  0.53
H -0.007 -2.413 1.960  0.06
H -1.235 -3.663 2.192  0.45

Summary:
- LUMO level: -9.91 eV
- HOMO level: -15.52 eV
- Electronic energy: -3659.21695 hartree
- Total charge: +3



Entry 3:
Entry from OMol25: a cluster of 3 separate species, C36H68N4O3P in total in a non-equilibrium geometry (ωB97M-V with the def2-TZVPD basis set).

Each line ends with the Mulliken charge.
Positions of all 112 atoms, in Å:
C 6.176 -0.453 1.557  -0.30
O 6.516 0.804 0.852  -0.38
C 5.484 1.798 1.190  -0.41
C 5.049 2.720 -0.105  -0.50
C 3.387 2.675 -0.282  -0.37
C 2.931 3.865 -1.338  -0.62
C 2.247 3.262 -2.732  -0.51
C 0.665 3.654 -2.910  -0.71
C -0.351 2.331 -2.941  0.42
C -1.899 2.910 -2.839  -0.80
C -3.053 1.735 -2.971  -0.37
C -3.068 0.792 -1.589  0.39
C -2.702 -0.739 -2.120  -0.20
C -3.136 -1.930 -1.089  -0.71
N -2.153 -2.239 0.015  0.69
C -0.854 -2.682 -0.620  -0.77
C 0.199 -3.437 0.380  -0.15
C 1.662 -3.452 -0.432  -0.27
C 2.961 -3.427 0.571  -0.44
N 4.114 -4.073 -0.224  0.29
C 4.361 -3.337 -1.557  -0.18
C 5.588 -4.163 -2.337  -0.43
C 5.929 -5.375 -1.252  -0.46
C 4.956 -5.290 0.088  -0.26
C -1.879 -1.098 0.973  -0.55
C -3.201 -0.494 1.731  -0.42
C -3.188 1.127 1.973  -0.44
O -2.663 1.525 3.320  -0.35
C -2.526 3.013 3.258  0.71
C -1.195 3.833 3.827  -0.84
O -3.510 3.814 2.761  -0.54
P -2.761 -3.690 0.928  0.18
C -2.645 -5.235 -0.253  -0.93
C -4.624 -3.548 1.312  -0.88
H 5.216 -0.941 1.058  -0.03
H 7.035 -1.255 1.524  0.26
H 5.894 -0.220 2.693  0.28
H 5.888 2.464 2.093  0.22
H 4.529 1.226 1.581  0.29
H 5.370 3.860 0.019  0.32
H 5.520 2.263 -1.087  0.24
H 2.902 2.830 0.786  0.29
H 3.049 1.618 -0.656  0.06
H 2.220 4.618 -0.777  0.30
H 3.929 4.467 -1.588  0.37
H 2.849 3.775 -3.616  0.36
H 2.481 2.112 -2.808  0.26
H 0.588 4.262 -3.934  0.27
H 0.381 4.392 -2.026  0.28
H -0.132 1.727 -3.920  -0.25
H -0.041 1.649 -2.037  0.03
H -2.025 3.659 -3.746  0.39
H -1.990 3.461 -1.806  0.23
H -2.707 1.053 -3.888  -0.03
H -4.115 2.137 -3.260  0.32
H -2.229 1.255 -0.901  -0.47
H -4.137 0.797 -1.112  0.35
H -1.592 -0.757 -2.486  -0.46
H -3.367 -0.886 -3.100  0.44
H -3.229 -2.926 -1.742  0.43
H -4.231 -1.693 -0.729  0.47
H -0.980 -3.340 -1.587  0.26
H -0.309 -1.685 -0.986  0.19
H 0.416 -2.889 1.391  0.13
H -0.043 -4.593 0.559  0.12
H 1.678 -2.568 -1.213  0.07
H 1.709 -4.481 -1.017  0.26
H 3.261 -2.280 0.701  -0.03
H 2.784 -3.927 1.614  0.36
H 3.797 -2.375 -1.975  0.19
H 6.056 -3.937 -3.393  0.30
H 6.751 -6.204 -1.475  0.26
H 4.886 -5.979 1.031  0.31
H -1.294 -0.258 0.359  0.27
H -1.119 -1.410 1.839  0.32
H -4.228 -0.769 1.244  0.24
H -3.214 -0.990 2.817  0.46
H -4.330 1.474 1.948  0.23
H -2.568 1.745 1.196  0.15
H -0.623 3.258 4.671  0.28
H -1.612 4.865 4.229  0.27
H -0.500 4.119 2.901  0.26
H -3.666 -5.853 -0.260  0.40
H -1.796 -5.967 0.082  0.32
H -2.450 -4.935 -1.370  0.28
H -5.199 -3.390 0.286  0.30
H -4.913 -2.705 2.075  0.25
H -5.001 -4.596 1.730  0.41
C -0.656 -1.799 -7.584  -1.29
C -0.534 -0.617 -6.632  -0.31
C 0.354 -0.908 -5.423  0.34
C -0.208 -1.952 -4.555  0.23
N -0.650 -2.782 -3.875  -0.41
H -1.134 -2.657 -7.100  0.33
H -1.266 -1.524 -8.450  0.38
H 0.328 -2.113 -7.948  0.31
H -1.535 -0.315 -6.302  0.17
H -0.108 0.231 -7.183  0.41
H 0.470 0.013 -4.840  -0.53
H 1.356 -1.200 -5.756  0.42
C -3.331 4.758 7.656  -1.23
C -2.885 3.302 7.619  -0.04
C -1.858 2.961 8.697  -0.42
C -0.590 3.681 8.511  0.22
N 0.406 4.256 8.366  -0.43
H -2.497 5.438 7.457  0.35
H -4.094 4.937 6.893  0.33
H -3.759 5.012 8.631  0.37
H -2.480 3.074 6.626  -0.05
H -3.766 2.664 7.761  0.32
H -1.660 1.883 8.669  0.28
H -2.268 3.181 9.689  0.30

Summary:
- LUMO level: -2.18 eV
- HOMO level: -9.61 eV
- Electronic energy: -2197.66527 hartree
- Total charge: +1